#A
Formula: CH3BrI2Si
Source: the OMol25 dataset
Level of theory: wB97M-V/def2-TZVPD

CARTESIAN COORDINATES (ANGSTROEM)
1 C 0.2262 1.1821 -1.6671
2 Si -0.1642 -0.8905 1.1574
3 Br 1.8488 -1.9520 1.5852
4 I -0.7426 0.6325 3.1011
5 I -1.9073 -2.5276 0.7559
6 H -0.1914 0.1954 -2.0268
7 H -0.2319 1.7659 -0.8434
8 H 1.1625 1.5942 -2.0623

## Properties
Highest occupied orbital energy (alpha / beta) = -8.4 / -9.2 eV
LUMO level (alpha / beta) = -0.576 / -2.363 eV

These are the natural (NBO) partial charges, in e, on atoms 1 to 4: -0.511, 0.604, -0.310, -0.182

***

#B
Formula: CH3BrI2Si
Source: the OMol25 dataset
Level of theory: wB97M-V/def2-TZVPD

CARTESIAN COORDINATES (ANGSTROEM)
1 C -0.4040 0.3245 0.3954
2 Si 1.3368 -0.1870 -0.2345
3 Br -0.7609 -0.6230 2.0779
4 I 3.2358 0.6618 0.9346
5 I 0.8778 1.3676 -3.4886
6 H -1.1242 -0.1042 -0.1734
7 H -0.5210 1.3585 0.4254
8 H 1.4097 -1.5997 0.0498

## Properties
Highest occupied orbital energy (alpha / beta) = -9.0 / -8.9 eV
LUMO level (alpha / beta) = -2.750 / -2.898 eV

These are the natural (NBO) partial charges, in e, on atoms 1 to 4: -0.880, 1.045, 0.032, -0.091

***

In eV, relative to the most stable structure: #A 0.000; #B 0.640.

***

#A
Formula: C5H6OS
Source: the OMol25 dataset
Level of theory: wB97M-V/def2-TZVPD

CARTESIAN COORDINATES (ANGSTROEM)
1 C 2.9753 -0.2024 1.1188
2 C 1.9373 -0.1041 0.5360
3 C -0.6705 -1.1370 -0.2512
4 C -1.4667 1.2309 0.3225
5 C 0.6804 0.3403 -0.1025
6 O -0.0686 1.2588 0.6123
7 S -2.1279 -0.4125 0.5898
8 H 3.8167 -0.5640 1.4467
9 H -0.8453 -1.3435 -1.2398
10 H -0.2462 -1.7862 0.4599
11 H -1.9938 1.9494 0.8635
12 H -1.6691 1.5833 -0.7011
13 H 0.7293 0.4891 -1.2202

## Properties
Highest occupied orbital energy = -9.0 eV
LUMO level = 0.848 eV

These are the natural (NBO) partial charges, in e, on atoms 1 to 4: -0.167, -0.051, -0.533, -0.209

***

#B
Formula: C5H6OS
Source: the OMol25 dataset
Level of theory: wB97M-V/def2-TZVPD

CARTESIAN COORDINATES (ANGSTROEM)
1 C 0.4584 -0.8838 -0.5583
2 C 0.2367 -0.3267 0.8757
3 C 0.0124 0.6978 -0.7870
4 C -1.3376 0.7451 -0.3071
5 C -1.2278 0.2057 0.9550
6 H 2.4552 -0.3956 -0.0609
7 H -0.2813 -1.6549 -0.9422
8 H 0.4885 -0.8902 1.7804
9 H 0.4784 1.1123 -1.7104
10 H -2.2391 1.3288 -0.4610
11 H -1.8591 0.3879 1.8508
12 O 0.8502 0.8865 0.3944
13 S 1.9651 -1.2130 -1.0295

## Properties
Highest occupied orbital energy = -8.6 eV
LUMO level = 0.915 eV

These are the natural (NBO) partial charges, in e, on atoms 1 to 4: -0.430, 0.015, 0.012, -0.257

***

#C
Formula: C5H6OS
Source: the OMol25 dataset
Level of theory: wB97M-V/def2-TZVPD

CARTESIAN COORDINATES (ANGSTROEM)
1 C 1.6626 -0.5442 -0.9071
2 C 0.7809 -1.5702 -1.2618
3 C -0.6429 -1.6555 -1.0784
4 C -1.5035 -0.7933 -0.6677
5 C -0.4041 0.5327 0.8596
6 H 1.5588 0.6109 -0.6831
7 H 2.6324 -0.7406 -1.2757
8 H 0.9927 -2.7184 -2.0392
9 H -0.9563 -2.7591 -1.4272
10 H -2.7036 -0.9205 -0.5770
11 H -0.3316 -0.4638 1.4087
12 O -1.2447 0.5142 -0.1914
13 S 0.5880 1.6913 1.5286

## Properties
Highest occupied orbital energy = -9.0 eV
LUMO level = -0.232 eV

These are the natural (NBO) partial charges, in e, on atoms 1 to 4: -0.408, -0.213, -0.328, 0.127

***

In eV, relative to the most stable structure: #A 0.125; #B 0.000; #C 0.732.